A cluster of 6 separate species, C34H64BBr10ClF8O5P in total, computed with the ωB97M-V functional and the def2-TZVPD basis.

Results
- total energy (eV) = -791190.171
- Kohn-Sham gap (eV) = 6.9
- net charge = -1
- lowest unoccupied orbital energy (eV) = 1.57
- energy relative to the best compared isomer or geometry (same formula, charge and spin) (kcal per mole) = 42.6
- HOMO level (eV) = -5.348

The geometry in XYZ format:
```
124
Properties=species:S:1:pos:R:3:forces:R:3:mulliken_charge:R:1
C -0.294950 5.950849 5.189137 -0.8390 0.1940 0.4492 -0.8109
C -1.711544 5.631756 4.694593 0.5278 0.2394 0.6100 -0.2948
O -1.848529 5.738303 3.279605 -0.7592 -0.6460 -0.5634 -0.5314
P -1.705007 4.254774 2.596435 0.5055 1.0959 -0.8761 0.9928
O -0.473242 3.676344 3.080797 1.1131 -1.3944 0.8192 -0.8291
C -1.762752 4.534658 0.798493 -2.0969 0.2380 0.8310 -1.0486
C -2.238568 3.305232 0.008731 1.8013 0.1899 -0.4488 0.5434
B -1.143614 2.056636 -0.074414 -1.8190 -0.3445 -0.5494 0.4678
Cl 0.657899 2.632688 0.049610 0.4533 0.3209 0.1558 -0.5414
C -1.313915 1.447490 -1.619568 -0.1262 -0.5325 0.9810 -0.5979
C -0.643066 0.097166 -1.971237 0.3064 1.1521 -0.9584 -0.8265
C 0.752821 0.332517 -2.597445 -0.1020 -1.4412 -0.6932 -0.6287
C 0.783996 0.462761 -4.156130 0.0708 -0.4004 0.5275 -1.1752
C 1.753137 -0.444922 -4.984498 -0.1168 1.7599 0.5268 0.3418
C 2.799366 0.532893 -5.568656 -0.0559 -1.9992 -0.3870 -1.1140
C 4.011447 -0.271704 -6.079762 -0.3702 1.0382 1.2355 -0.5576
C 5.066270 -0.447575 -4.966922 -0.1121 -1.2976 -1.1111 -0.6261
C 4.965325 -1.832015 -4.278272 0.5866 1.0936 0.2018 0.8247
C 6.377978 -2.254109 -3.854494 -0.6979 0.5118 0.0803 -0.8366
O 7.074937 -1.173401 -3.259678 0.0967 -0.2336 0.1067 -0.4262
C 6.531585 -0.793220 -2.007992 0.6792 0.0970 -0.2384 -0.7702
C -1.599217 1.032265 1.138460 1.0870 -0.4350 -0.4377 0.0668
C -0.464338 0.528224 1.999253 -1.5292 -0.2132 0.2316 -0.3689
O -0.926035 -0.673628 2.692812 0.1188 -0.2238 -0.0631 -0.2779
C 0.155084 -1.236400 3.367456 -0.3362 0.4911 -0.2225 -1.0019
C -0.262187 -1.764373 4.723977 0.6351 1.3788 -1.2338 0.9340
F -0.524739 -3.059004 4.751796 -0.9249 -1.3225 0.0752 -0.3457
F 0.806673 -1.596403 5.519946 1.0785 -0.0087 1.0288 -0.3577
C -1.371760 -0.901226 5.358797 -0.5509 -1.9763 0.1707 0.5905
F -1.139654 0.365015 5.187597 0.5758 2.2582 -0.8500 -0.2786
F -1.273593 -1.093214 6.676929 0.1302 -0.3498 1.5483 -0.3828
C -2.837371 -1.247827 4.998754 -0.3514 1.3566 0.7834 0.7298
F -2.962154 -2.007605 3.955605 0.1463 -1.3479 -1.9272 -0.2676
F -3.353186 -1.926983 6.023896 -0.4157 -0.7164 1.1136 -0.3551
C -3.741737 0.000408 4.796306 1.0814 -0.3489 1.3917 0.1244
F -3.736072 0.289797 3.533318 -0.0492 0.8117 -2.1084 -0.1995
F -4.978910 -0.332002 5.156885 -1.4875 -0.4109 0.2871 -0.3326
O -3.016301 3.440984 3.080739 0.3806 0.9182 -0.1507 0.0135
C -4.245251 4.129792 2.828971 -0.9647 -0.7946 -0.3329 -0.5853
C -5.204810 3.177372 2.094877 0.4791 0.6241 -0.1023 -1.0453
H 0.058262 5.138162 5.808939 0.2699 -0.2839 0.0348 0.1607
H -0.355593 6.824164 5.838262 0.3467 0.1200 -0.3023 0.2178
H 0.392740 6.089581 4.373806 0.2063 0.1102 -0.2802 0.2840
H -1.971753 4.643104 5.055001 -0.1982 -0.3277 -0.1978 0.0951
H -2.421578 6.310389 5.152343 -0.2309 0.2927 -0.1212 0.4710
H -2.532867 5.305769 0.679813 0.0220 0.3112 0.0002 0.5149
H -0.849468 4.979301 0.439935 0.5699 -0.2040 0.1593 0.5340
H -2.419274 3.637438 -1.015612 -0.1854 0.2451 -0.1133 -0.3664
H -3.172893 2.927984 0.399394 -0.2889 -0.0300 0.0382 -0.0445
H -2.383405 1.355684 -1.871897 0.1230 0.1369 0.2988 -0.1546
H -0.906449 2.242175 -2.253466 0.0342 -0.0700 -0.3198 0.3924
H -0.560159 -0.633785 -1.170383 -0.1083 0.2426 0.5151 0.1756
H -1.268105 -0.374711 -2.730702 0.0214 -0.3592 -0.1815 0.4949
H 1.343145 -0.549169 -2.357263 0.3705 -0.1727 0.1063 0.4899
H 1.251699 1.174908 -2.142739 -0.0262 0.2343 0.2060 0.4039
H -0.200452 0.330772 -4.588730 -0.4688 0.1453 0.1702 0.4474
H 1.105534 1.482635 -4.344668 -0.3250 0.2206 -0.3186 0.4207
H 1.212592 -0.955928 -5.773529 -0.0405 -0.1138 -0.2460 0.3550
H 2.271051 -1.210327 -4.418565 -0.0187 -0.0763 0.4590 -0.4559
H 3.064655 1.190677 -4.753098 0.3100 0.4673 -0.0972 0.4847
H 2.321680 1.062971 -6.384238 -0.0429 0.4720 -0.0241 0.4000
H 4.425135 0.232313 -6.943553 0.2719 -0.1483 -0.3048 0.4667
H 3.634327 -1.258542 -6.317170 0.0766 -0.1904 -0.6831 -0.0827
H 5.026134 0.338297 -4.229116 0.0686 0.3642 0.0873 0.2219
H 6.034131 -0.439923 -5.455500 0.3730 0.3152 0.0783 0.4974
H 4.535541 -2.550685 -4.962209 -0.0017 -0.2184 0.0990 -0.5633
H 4.309984 -1.706384 -3.424234 -0.2178 -0.3800 0.2925 -0.0005
H 6.925742 -2.498033 -4.754171 0.3058 -0.2811 -0.1496 0.4020
H 6.362893 -3.090295 -3.159596 0.0336 -0.3659 -0.0265 0.4432
H 5.730793 -1.447433 -1.688876 -0.2934 -0.0775 0.0795 0.3441
H 6.196385 0.234180 -2.078343 -0.3338 0.2218 0.1373 0.2587
H 7.330150 -0.840688 -1.273622 0.0949 0.0112 0.2587 0.2825
H -2.353030 1.474725 1.781521 -0.0084 0.0763 0.1467 -0.9033
H -2.067070 0.147258 0.700953 -0.1070 -0.1191 -0.2123 0.3630
H -0.282385 1.258068 2.782457 0.6593 0.2324 -0.0700 0.3530
H 0.420797 0.251763 1.438718 0.2615 0.1680 -0.1680 0.3961
H 0.870011 -0.452972 3.604122 0.2929 0.1327 0.0444 0.4441
H 0.667036 -1.975951 2.753125 0.0730 -0.4330 0.1538 0.3715
H -3.455267 0.846092 5.401219 0.3417 0.3979 0.1553 0.3181
H -4.705854 4.436493 3.760415 0.2309 0.0606 0.4505 0.5468
H -4.088356 5.030543 2.253437 0.1797 0.2325 -0.1758 0.4303
H -6.096602 2.997640 2.673959 -0.2761 -0.2456 0.1348 0.2997
H -5.476925 3.599068 1.136451 -0.2452 0.0901 -0.2468 0.3245
H -4.673503 2.262403 1.880026 -0.0457 -0.4058 0.1338 0.1527
Br -5.557543 5.194087 -4.771632 -0.0114 0.0424 0.0581 -0.1843
C -3.881841 4.491537 -4.062846 -0.0060 0.0459 -0.2408 -0.5846
C -3.914804 2.993610 -3.941338 0.1365 -0.1521 0.2962 -0.0808
Br -4.947598 2.425531 -2.398812 -0.2606 -0.0151 -0.1146 -0.1181
H -3.708325 4.987727 -3.114327 -0.0072 -0.0582 0.0586 0.2905
H -3.121074 4.799321 -4.776021 0.0211 -0.0329 -0.0091 0.4054
H -2.911871 2.603848 -3.767954 0.0276 0.0613 0.0584 -0.1965
H -4.346289 2.505163 -4.808219 -0.0324 0.0751 -0.0579 0.4996
Br 3.743694 -4.328502 -6.709494 0.0128 -0.1771 -0.2114 -0.1017
C 3.973020 -6.217421 -6.305067 -0.2735 0.1852 -0.0528 -0.5926
C 4.262158 -6.436529 -4.845073 0.2234 -0.1617 0.0585 -0.5318
Br 6.104861 -5.985986 -4.410745 -0.0523 0.0399 0.0147 -0.1345
H 4.759302 -6.586851 -6.954060 0.0605 -0.0258 0.0483 0.3776
H 3.029850 -6.683999 -6.579892 -0.0168 -0.0339 0.0530 0.3441
H 4.157922 -7.488250 -4.589205 -0.0265 -0.0223 -0.0390 0.3741
H 3.628966 -5.842693 -4.194090 -0.0449 0.0577 -0.0441 0.2772
Br -4.111718 -9.925459 -0.505846 0.0023 -0.0855 0.0184 -0.1365
C -3.163543 -9.878262 1.193150 -0.1379 0.1315 -0.1885 -0.5821
C -1.715982 -9.515829 1.008075 0.1984 -0.1927 0.0781 -0.4393
Br -0.684312 -11.023035 0.326400 -0.0292 0.0808 -0.0424 -0.1309
H -3.304233 -10.847628 1.658704 0.0763 -0.0264 -0.0010 0.3787
H -3.670313 -9.120279 1.779196 -0.0114 0.1208 0.0775 0.3447
H -1.260718 -9.267302 1.962659 -0.0263 0.0079 0.0564 0.3298
H -1.569351 -8.693645 0.315299 -0.0651 0.0100 -0.0258 0.2384
Br 0.487173 7.231822 8.456358 0.0464 0.0283 0.1730 -0.1339
C 1.386754 5.586187 8.971859 -0.1579 0.1901 0.1609 -0.5685
C 2.882241 5.749521 8.963281 0.1632 -0.2171 -0.2234 -0.5908
Br 3.591109 5.726122 7.152333 -0.0096 0.0801 0.0444 -0.1217
H 1.039393 4.812523 8.295145 0.0704 -0.0146 -0.0556 0.3571
H 1.032608 5.370347 9.977207 0.0409 -0.0109 0.0254 0.3593
H 3.359129 4.912383 9.467839 -0.0525 -0.0278 0.0295 0.3361
H 3.208385 6.678177 9.418251 -0.0684 0.0385 0.0307 0.3687
Br -0.776048 -5.494467 -1.047500 0.0503 0.0025 0.2957 -0.1434
C -1.658515 -4.516114 -2.468807 -0.1870 -0.1503 0.2319 -0.4140
C -0.866062 -4.641936 -3.729479 0.1711 0.2458 -0.5152 -0.7848
Br 0.701954 -3.490351 -3.759506 -0.0431 -0.1385 0.0847 0.0305
H -1.796809 -3.491925 -2.133692 0.1102 0.0073 -0.0256 0.2106
H -2.630391 -4.991399 -2.582717 -0.0050 0.0079 -0.0463 0.3672
H -1.450472 -4.326329 -4.591237 -0.0823 -0.0035 0.0441 0.3880
H -0.514155 -5.655762 -3.885520 -0.0270 -0.0432 -0.0049 0.3909
```
Positions in Å, forces in eV/Å.